# C28H69N5O5S5

A cluster of 10 separate species, C28H69N5O5S5 in total at a distorted geometry (ωB97M-V/def2-TZVPD, the OMol25 dataset).

Geometry as XYZ:
```
112
Properties=species:S:1:pos:R:3:forces:R:3:lowdin_charge:R:1
C -17.5143 4.2247 -7.8377 0.0 0.4 0.0 -0.090
C -18.0127 3.8481 -6.4112 1.2 -0.2 -1.5 -0.224
N -17.3326 2.7480 -5.7192 0.1 0.6 -1.8 -0.217
C -18.0037 2.4307 -4.5196 1.4 -0.2 1.3 -0.275
C -17.5271 3.3746 -3.3658 -0.5 -1.1 0.2 -0.081
C -16.1723 1.9500 -6.2235 -0.7 2.4 1.1 -0.243
C -16.6764 0.8645 -7.0954 -0.2 -0.9 0.2 -0.092
H -17.3777 3.4324 -8.5736 0.1 -0.4 0.4 0.059
H -16.6124 4.8365 -7.8611 0.3 -0.2 0.3 0.063
H -18.2502 4.8640 -8.3254 -0.3 0.1 0.3 0.064
H -17.9258 4.7485 -5.8030 -0.2 0.3 0.1 0.102
H -19.0730 3.6389 -6.5528 -0.2 -0.3 0.4 0.105
H -19.0874 2.5430 -4.5513 -0.2 0.1 -0.5 0.107
H -17.8598 1.3688 -4.3202 0.3 -0.1 0.5 0.107
H -16.4783 3.6707 -3.3418 0.0 0.1 -0.8 0.066
H -18.1942 4.2331 -3.4437 0.3 0.2 0.6 0.058
H -17.5968 2.8339 -2.4220 -0.7 0.3 0.3 0.057
H -15.5754 1.7003 -5.3463 -0.4 -0.9 0.2 0.112
H -15.4208 2.5914 -6.6839 -0.4 0.4 -0.7 0.105
H -15.9033 0.3389 -7.6559 0.0 0.0 -0.1 0.075
H -17.4441 1.2817 -7.7472 0.2 -0.2 -0.2 0.070
H -17.1757 0.1729 -6.4168 -0.1 -0.4 -0.3 0.073
C -24.7877 6.5262 -20.1076 0.8 0.5 -0.2 -0.077
C -23.7224 7.6676 -20.1658 -0.4 0.4 -1.3 -0.220
N -23.5563 8.2846 -21.5397 0.3 -0.8 0.7 -0.167
C -22.6986 9.4588 -21.5034 0.5 1.2 0.4 -0.299
C -23.2303 10.6639 -20.6605 0.3 -2.1 -0.6 -0.067
C -22.8941 7.3998 -22.5252 -0.7 -0.3 -1.3 -0.259
C -23.4939 7.6334 -23.9418 -0.1 0.6 0.5 -0.087
H -25.7988 6.9322 -20.0773 0.1 0.1 0.8 0.067
H -24.4690 5.9142 -19.2638 -0.8 0.0 0.3 0.066
H -24.8977 5.8408 -20.9480 0.9 0.1 -0.4 0.059
H -24.0003 8.4404 -19.4490 -0.7 0.2 -0.4 0.089
H -22.7593 7.4292 -19.7144 0.5 -0.9 -0.4 0.106
H -21.6739 9.1708 -21.2685 0.4 -0.2 1.2 0.100
H -22.4274 9.8138 -22.4977 -1.1 0.1 -0.5 0.103
H -24.2779 10.7119 -20.9577 0.0 0.8 0.0 0.076
H -23.2124 10.3890 -19.6059 0.1 0.3 0.1 0.051
H -22.6040 11.5336 -20.8589 -0.4 0.1 0.1 0.069
H -22.9636 6.3210 -22.3854 -0.4 0.1 0.8 0.106
H -21.8237 7.6050 -22.5403 0.3 0.0 0.0 0.097
H -24.5807 7.5857 -23.8730 0.0 -0.2 0.0 0.068
H -23.1646 6.9490 -24.7235 0.2 -0.2 0.3 0.065
H -23.2822 8.6425 -24.2955 0.1 0.1 0.0 0.056
C -28.6300 10.2179 -6.8899 -1.1 -0.7 0.4 -0.070
C -29.0037 10.4464 -5.4565 1.2 0.3 -1.8 -0.269
N -29.1393 10.5751 -4.3292 -0.4 0.1 0.5 0.115
H -27.5628 10.1270 -7.0924 -0.1 0.1 0.5 0.079
H -29.0812 10.8835 -7.6257 0.1 0.5 0.5 0.074
H -29.1224 9.2719 -7.1152 0.3 -0.3 -0.2 0.071
C -28.7449 9.4659 -15.8872 -0.1 0.3 -1.7 -0.066
C -29.9240 8.8446 -16.4584 1.7 0.9 1.9 -0.319
N -30.8772 8.3705 -16.8203 -2.6 -1.3 -1.3 0.131
H -28.9998 10.3679 -15.3308 0.1 -0.5 0.5 0.088
H -28.3150 9.8473 -16.8134 0.9 0.2 0.2 0.079
H -28.0954 8.7009 -15.4616 0.0 0.5 0.4 0.086
C -23.9886 16.1261 -11.0346 -1.3 -0.3 0.2 -0.066
C -25.1252 15.1393 -11.1589 1.0 -0.9 0.4 -0.261
N -25.9296 14.3086 -11.2268 0.7 1.1 0.0 0.105
H -24.5142 17.0297 -10.7256 0.4 0.5 -0.7 0.071
H -23.4170 16.1655 -11.9619 -0.4 0.4 -0.1 0.075
H -23.2578 15.9935 -10.2369 -0.4 -0.9 0.1 0.076
C -23.4551 6.9357 -1.6665 0.9 -1.2 -1.1 -0.273
S -22.7127 7.7953 -3.1344 -3.7 -1.1 0.8 0.844
O -23.8239 7.5103 -4.1785 2.2 1.1 1.3 -0.589
C -23.0114 9.4474 -2.3353 0.3 -1.2 -2.5 -0.255
H -23.6158 5.9523 -2.1083 0.1 -0.3 0.3 0.034
H -24.4516 7.2590 -1.3654 0.3 0.7 -0.1 0.058
H -22.7091 6.8626 -0.8752 -0.2 0.1 0.2 0.045
H -22.3127 9.5381 -1.5037 -0.3 0.3 -0.1 0.054
H -24.0907 9.5155 -2.1988 0.3 0.1 0.5 0.055
H -22.7408 9.9372 -3.2707 0.1 1.4 0.7 0.026
C -17.6819 11.1857 -7.8526 0.4 0.7 0.1 -0.258
S -18.4165 12.7928 -7.3278 -2.3 -0.7 1.0 0.838
O -19.8750 12.4888 -6.9148 2.5 0.5 -0.6 -0.594
C -17.4128 13.0538 -5.8027 1.2 -0.8 0.3 -0.274
H -17.7698 10.4288 -7.0731 0.0 0.1 0.0 0.057
H -16.6461 11.4164 -8.1013 0.2 -0.1 0.3 0.042
H -18.0990 10.8449 -8.8002 -0.6 0.2 0.3 0.048
H -17.5786 13.8830 -5.1150 -1.0 0.3 -0.7 0.052
H -16.3717 13.1999 -6.0906 0.1 0.1 -0.6 0.040
H -17.3444 12.1740 -5.1628 -0.6 -0.3 -0.2 0.049
C -18.7764 15.5480 -14.4700 -0.6 -0.6 -0.8 -0.264
S -19.5061 13.8749 -14.6099 -2.8 0.2 -1.2 0.832
O -21.0070 14.1527 -14.8858 2.3 -0.6 0.6 -0.610
C -18.8729 13.2609 -16.2694 0.5 0.8 0.3 -0.242
H -19.0689 16.1391 -15.3378 0.7 -0.3 -0.6 0.053
H -17.7208 15.3466 -14.2879 0.0 0.8 0.0 0.046
H -19.3214 16.1230 -13.7212 0.3 -0.7 0.8 0.050
H -19.2655 13.9279 -17.0370 0.1 0.2 0.1 0.049
H -19.1355 12.2450 -16.5646 -0.6 0.0 0.8 0.047
H -17.7829 13.2544 -16.2725 0.1 0.4 0.1 0.039
C -22.8124 9.1596 -10.2930 -1.1 -0.2 0.3 -0.264
S -21.8908 8.7609 -11.8541 -0.4 -1.3 1.5 0.830
O -21.8445 7.2316 -11.8439 -0.3 2.1 -0.4 -0.579
C -23.1624 9.3592 -12.9670 -0.1 0.2 0.0 -0.289
H -23.0423 10.1634 -9.9358 1.8 0.7 -0.2 0.052
H -22.4264 8.4952 -9.5199 0.3 0.3 -0.1 0.047
H -23.8866 8.9763 -10.3135 -0.2 -1.3 -1.0 0.045
H -24.0630 8.7583 -12.8405 0.1 -0.2 -0.3 0.058
H -22.7508 9.4026 -13.9753 -0.2 -0.3 0.0 0.046
H -23.4065 10.3804 -12.6744 0.1 0.1 0.1 0.054
C -22.3819 -0.4900 -14.4576 -0.7 1.0 0.5 -0.254
S -22.1284 -0.5652 -12.6100 -0.4 -1.2 -0.9 0.823
O -23.0567 -1.6414 -12.0710 0.7 1.7 -0.5 -0.572
C -22.6899 1.1185 -12.1934 -0.3 -0.1 0.4 -0.276
H -22.5259 -1.4739 -14.9041 0.5 0.0 0.3 0.049
H -21.6056 0.1367 -14.8967 0.5 -0.6 0.0 0.042
H -23.2719 0.0934 -14.6936 -0.4 -0.2 0.3 0.040
H -22.2615 1.9175 -12.7985 0.4 -0.4 -0.2 0.054
H -22.3223 1.2295 -11.1733 -0.2 0.2 0.0 0.038
H -23.7708 1.2583 -12.2116 -0.1 -0.4 0.0 0.057
```
Positions in Å, forces in eV/Å.

Summary:
HOMO-LUMO gap, eV: 7.512
LUMO, Ha: 0.0009
2S+1: 1
M, g/mol: 716.22
E, eV: -102008.060